Entry from the OMol25 dataset: a 11-piece molecular cluster, C36H55FO33 overall at a distorted geometry (the ωB97M-V functional and the def2-TZVPD basis).

The value obtained for the calculated total energy is -108503.93245 eV. As for the SMILES: O=C1OC[C@@H](F)O1.CCOC(=O)OC.CCOC(=O)OC.CCOC(=O)OC.O=C1OCCO1.O=C1OCCO1.O=C1OCCO1.O=C1OCCO1.O=C1OCCO1.O=C1OCCO1.O=C1OCCO1. Its spin multiplicity is 1. As for the total charge: 0.

Last column: Mulliken charge in e.
Cartesian coordinates (Å):
O 8.081041 13.499856 20.700149  -0.597
C 9.330912 13.536760 20.774947  0.642
O 10.047075 13.602910 21.900378  -0.282
C 11.363124 13.940920 21.556478  -0.417
C 11.465545 13.639044 20.098786  0.275
F 12.051726 12.460084 19.993816  -0.277
O 10.080228 13.643408 19.729807  -0.263
H 11.595589 15.005726 21.571849  0.280
H 12.157790 13.464269 22.130434  0.321
H 12.149015 14.321947 19.594170  0.319
C -0.019494 21.379995 15.521982  -1.135
C -1.372890 20.660370 15.387812  -0.123
O -2.455921 21.458559 15.958902  -0.351
C -2.861639 22.525981 15.267220  0.767
O -2.459892 22.837719 14.159566  -0.565
O -3.751886 23.173439 16.012523  -0.313
C -4.568182 24.122118 15.407846  -0.692
H 0.883392 20.902504 15.141330  0.356
H 0.109627 21.730332 16.546038  0.311
H -0.074085 22.335496 15.000328  0.317
H -1.391525 19.740397 15.972108  0.298
H -1.546295 20.411137 14.340944  0.269
H -5.480926 24.169717 16.001776  0.258
H -4.963337 23.802270 14.443664  0.326
H -4.117845 25.114603 15.424063  0.277
C -0.419410 19.930804 24.646279  -1.141
C 1.027125 19.664833 25.071624  -0.106
O 1.528919 20.480397 26.068563  -0.341
C 1.108570 20.453768 27.350946  0.603
O 1.363665 21.346258 28.145129  -0.584
O 0.400693 19.296220 27.652762  -0.155
C -0.073462 19.090971 28.961839  -0.661
H -0.621679 19.679027 23.605221  0.379
H -0.634851 20.976296 24.866804  0.328
H -1.097811 19.340481 25.262228  0.255
H 1.677467 19.862667 24.219560  0.316
H 1.251832 18.617278 25.272269  0.321
H 0.704720 18.841249 29.683064  0.285
H -0.603214 18.142357 28.874685  0.199
H -0.762199 19.851102 29.330515  0.298
C 1.269071 11.134599 28.629880  -1.052
C 1.264650 9.882317 27.757018  -0.183
O 2.435563 9.750687 26.914671  -0.361
C 2.500329 10.334113 25.718376  0.814
O 1.614851 11.080387 25.248060  -0.610
O 3.758470 10.211891 25.282288  -0.327
C 4.083449 10.842442 24.027008  -0.537
H 1.168115 11.991241 27.963505  0.240
H 2.193290 11.366372 29.159221  0.308
H 0.431384 11.077423 29.324958  0.364
H 0.353916 9.934380 27.160398  0.260
H 1.142765 8.975755 28.349813  0.353
H 4.961566 10.306732 23.666401  0.270
H 4.415682 11.842219 24.306559  0.180
H 3.344373 10.940075 23.231814  0.290
O 0.018581 16.852166 19.917703  -0.579
C 0.831173 16.098415 20.433282  0.646
O 1.420120 15.097720 19.786331  -0.294
C 2.273270 14.364588 20.602754  -0.112
C 2.321539 15.269755 21.808335  -0.341
O 1.358103 16.256146 21.655126  -0.318
H 1.915932 13.437764 21.051515  0.218
H 3.283736 14.284370 20.201960  0.259
H 3.317457 15.709627 21.860761  0.239
H 2.073077 14.732444 22.723575  0.282
O -2.721576 14.421621 16.249864  -0.573
C -1.982568 14.651378 15.332610  0.716
O -0.741806 15.003795 15.439264  -0.287
C -0.198539 15.151294 14.062297  -0.247
C -1.453550 15.463575 13.369818  -0.317
O -2.339158 14.710425 14.075310  -0.354
H 0.412128 16.041210 13.909923  0.293
H 0.331161 14.280499 13.675975  0.255
H -1.531728 15.086142 12.350246  0.267
H -1.821259 16.489671 13.366028  0.244
O 5.684490 16.477553 13.188770  -0.584
C 5.614788 15.795082 14.189671  0.735
O 6.529905 15.737613 15.143415  -0.350
C 6.065193 14.927788 16.243544  -0.388
C 4.869170 14.141261 15.659751  -0.144
O 4.663995 14.989117 14.482727  -0.342
H 6.801147 14.456056 16.894641  0.371
H 5.664996 15.729410 16.864313  0.231
H 3.974058 14.181097 16.280471  0.212
H 5.111595 13.130486 15.331645  0.259
O -4.736870 7.820054 21.276323  -0.538
C -4.079162 8.597804 20.625155  0.653
O -3.054821 9.204587 21.189574  -0.312
C -2.622196 10.300368 20.386767  -0.265
C -3.216194 9.950056 19.015707  -0.242
O -4.215658 9.003950 19.282047  -0.330
H -3.099088 11.162340 20.853341  0.268
H -1.546747 10.422939 20.258389  0.254
H -2.474573 9.599785 18.297792  0.274
H -3.850183 10.766567 18.670053  0.238
O 3.336543 15.615380 27.018622  -0.627
C 4.562758 15.425985 27.116379  0.706
O 5.301803 15.677122 28.209452  -0.336
C 6.543399 15.032346 28.091087  -0.337
C 6.603044 14.707494 26.618355  -0.318
O 5.255258 14.814966 26.242809  -0.242
H 7.290830 15.814356 28.224851  0.277
H 6.639746 14.159164 28.736352  0.298
H 7.015995 13.698750 26.620485  0.278
H 7.276896 15.358670 26.061592  0.300
O -3.427149 15.113920 29.000275  -0.595
C -3.055765 14.791522 27.820618  0.672
O -2.966968 13.503769 27.365226  -0.337
C -2.492060 13.462979 26.010969  -0.117
C -2.082704 14.896969 25.792499  -0.229
O -2.805149 15.632722 26.806583  -0.300
H -1.628085 12.820274 25.841919  0.153
H -3.249797 13.078187 25.328423  0.236
H -2.455595 15.201612 24.814627  0.299
H -0.995233 14.928950 25.859473  0.218
O 6.007176 19.400395 23.552333  -0.583
C 6.142131 19.852674 24.687784  0.627
O 6.610154 21.064783 24.918432  -0.339
C 6.221167 21.402695 26.190607  -0.361
C 6.306048 20.040249 26.940778  -0.263
O 5.986392 19.210584 25.854961  -0.206
H 6.958714 22.104493 26.579978  0.301
H 5.253707 21.888579 26.317305  0.241
H 5.502107 19.991282 27.675203  0.296
H 7.234657 19.961133 27.506055  0.284

Cartesian forces (eV/Å) of the 2 atoms listed first:
4.309 -0.237 0.633
-5.985 0.401 1.132

Entry from the OMol25 dataset: C36H55N4OP2PbSe as an isolated structure at a distorted geometry (the ωB97M-V functional and the def2-TZVPD basis).

The value obtained for the calculated total energy is -135374.21208 eV. Its spin multiplicity is 1. As for the total charge: +3.

Last column: Mulliken charge in e.
Cartesian coordinates (Å):
C -2.527889 -1.863274 0.021604  0.324
C -0.966048 -2.391103 -1.682687  -0.561
C -3.368007 -2.900545 -0.399019  -1.007
C -1.789019 -3.429149 -2.151562  -0.651
C -2.987349 -3.700128 -1.488830  -1.154
H -4.320914 -3.063105 0.112056  0.587
H -1.482064 -4.006646 -3.027793  0.632
H -3.636627 -4.512939 -1.829457  0.506
N -1.326047 -1.653890 -0.589529  0.977
P -2.154977 0.803828 0.738580  -1.473
P 1.608941 -1.385562 -1.176467  -0.287
C -2.919020 -0.885390 1.100968  -1.113
H -4.014146 -0.874904 1.236230  0.832
H -2.458414 -1.180764 2.063326  0.446
C 0.248523 -1.897845 -2.406132  -1.259
H 0.571228 -2.610035 -3.179636  1.728
C 2.983854 -0.608538 -2.289401  2.106
C 2.243226 -3.024328 -0.415278  2.300
C -3.285538 1.603642 -0.584982  2.057
C -2.356310 1.738376 2.398049  2.880
C 2.996039 0.924996 -2.098467  -1.993
H 3.476640 1.202597 -1.148171  0.325
H 3.586714 1.362596 -2.925217  0.570
H 1.991017 1.367683 -2.109802  0.265
C 4.374382 -1.110442 -1.846056  -1.572
H 4.610698 -0.787654 -0.818055  0.278
H 4.483209 -2.203994 -1.911009  0.340
H 5.129696 -0.661995 -2.517303  0.543
C 2.751189 -0.934189 -3.778920  -1.552
H 3.715016 -0.853324 -4.315625  0.594
H 2.365408 -1.954064 -3.937734  0.176
H 2.055314 -0.218337 -4.245264  0.380
C 3.349453 -2.709944 0.618001  -1.245
H 3.326759 -1.648825 0.910586  -0.051
H 3.162681 -3.314488 1.525239  0.392
H 4.357174 -2.954825 0.255544  0.426
C 1.073874 -3.682966 0.352137  -1.994
H 0.466677 -2.943209 0.894701  0.105
H 0.416043 -4.263385 -0.312981  0.357
H 1.501818 -4.381954 1.094270  0.754
C 2.741762 -4.030083 -1.471128  -1.407
H 2.620261 -3.636665 -2.495723  0.293
H 3.797032 -4.311252 -1.329935  0.444
H 2.139581 -4.954996 -1.397069  0.329
C -1.762258 3.154039 2.244885  -1.568
H -1.298410 3.450234 3.204063  0.541
H -0.977569 3.174847 1.469692  -0.087
H -2.524836 3.909262 1.996723  0.447
C -1.536403 1.001013 3.474639  -1.829
H -1.760403 -0.077293 3.512612  0.396
H -0.455146 1.120907 3.310724  -0.053
H -1.793207 1.432227 4.460584  0.756
C -3.821201 1.802327 2.879705  -1.388
H -3.844809 1.594223 3.965766  0.341
H -4.289670 2.782846 2.718000  0.410
H -4.441254 1.033286 2.387998  0.307
C -3.176081 0.747109 -1.865489  -1.347
H -4.165246 0.501214 -2.287796  0.418
H -2.622334 1.328687 -2.625779  0.335
H -2.614777 -0.179966 -1.679157  0.017
C -2.695078 2.999460 -0.890442  -1.704
H -1.594567 2.933368 -0.944053  0.332
H -3.078082 3.339273 -1.871525  0.490
H -2.980566 3.751433 -0.138610  0.337
C -4.774533 1.707170 -0.209984  -1.579
H -5.216530 0.719473 0.010937  0.391
H -4.954054 2.374050 0.648164  0.348
H -5.323148 2.127614 -1.073861  0.487
Pb 0.000000 0.000000 0.000000  2.605
C 0.377592 -0.755453 1.736149  -1.008
O 0.730065 -1.154357 2.791222  -0.157
N -0.337608 0.457174 -2.078726  -0.556
C -0.206316 -0.483009 -2.937669  0.639
C -0.520313 -0.319746 -4.384510  -0.116
C -0.384928 0.967331 -4.954722  -0.113
C -0.955119 -1.375273 -5.214719  -0.267
C -0.668326 1.187131 -6.304254  -0.830
H -0.053375 1.776819 -4.297231  0.408
C -1.243920 -1.152961 -6.568834  -0.878
H -1.079802 -2.382381 -4.805196  0.328
C -1.100294 0.127009 -7.120578  -0.535
H -0.552186 2.190931 -6.727781  0.434
H -1.583427 -1.985758 -7.194574  0.452
H -1.323181 0.299411 -8.178946  0.427
C 1.184472 4.934266 2.087707  -0.684
N 1.585365 3.729093 2.821448  0.345
C 1.867708 3.707080 4.139075  -0.464
C 2.378656 2.472933 4.454639  -0.590
N 2.411359 1.725282 3.335544  0.431
C 3.030198 0.409370 3.272067  -0.583
C 1.858604 2.481187 2.351503  -0.185
Se 1.720618 2.029393 0.641479  -0.107
H 1.962393 5.175531 1.333472  0.376
H 1.096597 5.798471 2.780262  0.304
H 0.228705 4.831859 1.562723  0.264
H 1.768674 4.547812 4.813720  0.504
H 2.752246 2.160729 5.421955  0.567
H 4.104019 0.497422 3.541279  0.437
H 2.558040 -0.272091 4.006820  0.391
H 2.972744 0.006343 2.250053  -0.256

Cartesian forces (eV/Å) of the 2 atoms listed first:
0.098 -0.783 -0.762
-0.907 -0.390 0.592

Ordered LUMO energy results: -0.21 -9.98; unit eV.